1.
The following is a DFT calculation (wB97M-V/def2-TZVPD) of 7 unconnected molecules or ions with the total composition C6H21NO6 in a non-equilibrium geometry.

Structure (SMILES) = CCc1cc[nH]c1.O.O.O.O.O.O
Energy above the lowest of the compared OMol25 structures with the same formula, charge and spin = 162.9 kJ/mol
Largest force on an atom = 3.7 eV/Å
E_HOMO = -8.766 eV
Frontier orbital gap = 0.3325 Ha

Positions of all 34 atoms, in Å:
C: 1.686 -1.198 -2.225
C: 1.960 0.392 -2.194
C: 1.042 1.142 -1.262
C: 1.542 1.992 -0.216
C: 0.534 2.801 0.222
N: -0.570 2.520 -0.536
C: -0.279 1.515 -1.407
H: 0.931 -1.225 -2.999
H: 2.689 -1.570 -2.422
H: 1.488 -1.452 -1.205
H: 2.929 0.422 -1.698
H: 1.940 0.821 -3.185
H: 2.532 1.918 0.211
H: 0.476 3.619 0.909
H: -1.448 3.000 -0.628
H: -0.962 1.108 -2.138
O: 1.833 -1.597 1.099
H: 1.173 -2.295 1.135
H: 2.075 -1.438 0.182
O: 0.820 -0.457 3.422
H: 1.318 -1.255 3.209
H: 1.394 0.212 3.019
O: -2.546 -0.185 3.350
H: -1.717 0.094 3.765
H: -2.205 -0.373 2.458
O: -1.705 -1.578 -1.998
H: -2.395 -0.923 -1.851
H: -1.544 -1.998 -1.145
O: -3.864 -0.510 0.160
H: -4.016 -1.310 0.671
H: -2.951 -0.261 0.360
O: -1.057 -0.830 0.877
H: -0.569 -0.162 0.368
H: -0.534 -0.936 1.694

2.
The following is a DFT calculation (wB97M-V/def2-TZVPD) of 4 unconnected molecules or ions with the total composition C6H22N2O3 in a non-equilibrium geometry.

Structure (SMILES) = CCCNCCNC.O.O.O
Energy above the lowest of the compared OMol25 structures with the same formula, charge and spin = 267.4 kJ/mol
Largest force on an atom = 4.0 eV/Å
E_HOMO = -9.196 eV
Frontier orbital gap = 0.3592 Ha

Positions of all 33 atoms, in Å:
C: -0.868 -1.648 -2.096
C: -0.945 -2.300 -0.688
C: -1.487 -1.263 0.330
N: -0.434 -0.306 0.563
C: -0.803 0.799 1.502
C: -0.901 2.216 0.914
N: -0.800 2.223 -0.617
C: -2.079 2.343 -1.353
H: 0.076 -1.261 -2.219
H: -0.824 -2.478 -2.810
H: -1.656 -1.015 -2.378
H: -0.074 -2.863 -0.275
H: -1.704 -3.066 -0.858
H: -1.755 -1.841 1.189
H: -2.481 -0.767 -0.008
H: -0.139 0.173 -0.351
H: -0.073 0.649 2.342
H: -1.682 0.507 2.035
H: -0.105 2.855 1.302
H: -2.028 2.574 1.118
H: -0.108 3.055 -0.892
H: -2.487 1.332 -1.459
H: -1.871 2.581 -2.424
H: -2.650 3.205 -0.951
O: 2.804 0.914 -1.150
H: 2.813 -0.067 -1.132
H: 1.974 1.225 -0.823
O: 1.940 -1.025 2.826
H: 1.414 -1.356 2.107
H: 1.178 -1.353 3.466
O: 2.565 -1.612 -0.289
H: 1.729 -1.224 0.192
H: 3.118 -1.386 0.452

3.
The following is a DFT calculation (wB97M-V/def2-TZVPD) of 5 unconnected molecules or ions with the total composition C6H22N8O6 in a non-equilibrium geometry.

Structure (SMILES) = NC(N)=O.NC(N)=O.NC(N)=O.NC(N)=O.OCCO
Energy above the lowest of the compared OMol25 structures with the same formula, charge and spin = 0.0 kJ/mol
Largest force on an atom = 1.1 eV/Å
E_HOMO = -9.401 eV
Frontier orbital gap = 0.3559 Ha

Positions of all 42 atoms, in Å:
N: 0.897 -2.932 -2.188
C: 0.448 -2.651 -3.450
N: -0.374 -1.559 -3.524
O: 0.799 -3.292 -4.434
H: 1.550 -3.689 -2.091
H: 0.919 -2.263 -1.436
H: -0.894 -1.276 -2.705
H: -0.794 -1.448 -4.430
N: -0.800 2.701 2.245
C: -1.639 3.767 2.088
N: -1.998 4.407 3.261
O: -2.059 4.182 1.019
H: -1.028 2.087 3.008
H: -0.435 2.279 1.406
H: -2.814 4.982 3.167
H: -1.683 4.057 4.146
N: 3.262 -0.601 -2.630
C: 3.389 -1.057 -1.349
N: 4.595 -1.589 -1.006
O: 2.470 -0.994 -0.542
H: 4.001 -0.810 -3.278
H: 2.331 -0.486 -2.994
H: 4.750 -1.692 -0.019
H: 5.381 -1.612 -1.628
N: -1.085 -1.868 2.470
C: -1.018 -0.816 3.331
N: -2.113 -0.634 4.139
O: -0.045 -0.078 3.377
H: -0.322 -2.060 1.847
H: -1.953 -2.326 2.253
H: -2.124 0.199 4.692
H: -2.796 -1.366 4.185
O: -1.814 -0.459 -1.124
C: -1.714 0.975 -1.089
C: -0.266 1.404 -1.075
O: 0.456 0.914 0.028
H: -1.914 -0.760 -0.217
H: -2.165 1.334 -2.016
H: -2.269 1.395 -0.249
H: -0.194 2.495 -1.051
H: 0.206 1.090 -2.016
H: 0.855 0.048 -0.122

4.
The following is a DFT calculation (wB97M-V/def2-TZVPD) of 7 unconnected molecules or ions with the total composition C6H22NO7 in a non-equilibrium geometry.

Net charge = -1
Energy above the lowest of the compared OMol25 structures with the same formula, charge and spin = 34.9 kJ/mol
Largest force on an atom = 2.6 eV/Å
E_HOMO = -6.062 eV
Frontier orbital gap = 0.3409 Ha

Positions of all 36 atoms, in Å:
C: 1.418 1.012 -0.974
O: 1.601 -0.200 -0.307
C: -0.069 1.143 -1.346
C: -0.345 0.426 -2.687
C: -0.950 -0.939 -2.513
C: -0.238 -2.056 -2.521
N: -0.654 -3.333 -2.069
C: -0.957 -3.325 -0.842
H: 2.049 1.087 -1.874
H: 1.801 1.875 -0.403
H: -0.479 2.156 -1.296
H: -0.651 0.581 -0.616
H: -1.045 1.044 -3.270
H: 0.532 0.275 -3.319
H: -2.023 -0.947 -2.374
H: 0.819 -2.062 -2.793
H: -0.991 -2.439 -0.183
H: -1.523 -4.037 -0.226
H: 2.858 -0.481 1.721
H: 3.652 -1.085 0.513
O: 3.642 -1.029 1.467
H: 0.583 -1.457 1.561
H: 0.117 -0.253 2.348
O: -0.229 -1.104 1.935
H: -2.571 0.030 2.237
H: -1.419 0.971 2.198
O: -2.376 0.971 2.325
H: -0.585 2.975 2.458
H: 0.869 2.187 2.485
O: 0.351 3.021 2.577
H: 1.579 -0.044 0.658
H: 1.868 0.815 3.241
O: 1.646 0.640 2.330
H: -3.101 1.382 0.505
H: -2.147 0.900 -0.490
O: -3.034 1.296 -0.456

5.
The following is a DFT calculation (wB97M-V/def2-TZVPD) of a molecular structure, C6H22O10Sr in a non-equilibrium geometry.

Largest force on an atom = 3.1 eV/Å
E_HOMO = -6.315 eV
Frontier orbital gap = 0.0521 Ha

Positions of all 39 atoms, in Å:
Sr: 2.325 -8.545 12.820
C: 6.740 2.146 13.925
C: 5.721 1.499 12.905
O: 4.484 1.504 13.091
O: 6.165 1.042 11.877
H: 6.390 2.925 14.602
H: 7.480 2.743 13.393
H: 7.301 1.390 14.475
C: 6.342 -3.809 14.858
C: 5.546 -4.998 14.300
O: 5.792 -6.216 14.458
O: 4.627 -4.689 13.514
H: 6.912 -3.605 13.952
H: 7.018 -4.210 15.613
H: 5.733 -3.019 15.298
C: 10.092 -0.336 9.308
O: 9.515 -1.214 10.178
H: 10.013 0.570 9.909
H: 11.147 -0.551 9.142
H: 9.505 -0.248 8.394
H: 8.704 -0.825 10.513
C: 7.726 -0.402 19.196
O: 7.146 -0.234 20.477
H: 7.232 -1.249 18.720
H: 7.440 0.403 18.519
H: 8.796 -0.603 19.252
H: 6.239 -0.487 20.288
O: 5.996 -4.136 9.558
H: 5.933 -4.993 9.980
H: 6.643 -4.258 8.863
O: 5.048 -11.107 13.595
H: 5.252 -11.869 14.139
H: 5.896 -10.819 13.258
O: 7.620 -7.388 17.685
H: 7.448 -7.332 16.745
H: 7.178 -6.624 18.055
O: 8.228 -8.931 11.987
H: 7.692 -8.372 12.549
H: 7.752 -8.964 11.157

6.
The following is a DFT calculation (wB97M-V/def2-TZVPD) of 5 unconnected molecules or ions with the total composition C6H22O6 in a non-equilibrium geometry.

Structure (SMILES) = OCCO.CO.CO.CO.CO
Energy above the lowest of the compared OMol25 structures with the same formula, charge and spin = 355.0 kJ/mol
Largest force on an atom = 2.3 eV/Å
E_HOMO = -9.776 eV
Frontier orbital gap = 0.3808 Ha

Positions of all 34 atoms, in Å:
O: -0.584 2.026 -2.512
C: -0.404 2.918 -1.439
C: -0.863 2.096 -0.240
O: -0.092 0.930 -0.073
H: -0.195 2.298 -3.323
H: 0.645 3.281 -1.301
H: -1.036 3.863 -1.593
H: -1.915 1.773 -0.299
H: -0.677 2.768 0.610
H: -0.374 0.417 -0.835
C: 2.523 1.210 2.565
O: 1.984 0.313 1.630
H: 3.066 0.650 3.349
H: 3.242 1.904 2.069
H: 1.846 1.900 3.130
H: 1.278 0.740 1.071
C: -2.508 -0.959 -2.105
O: -2.974 -0.315 -0.919
H: -3.335 -1.462 -2.600
H: -2.162 -0.213 -2.883
H: -1.734 -1.711 -1.925
H: -2.852 -0.900 -0.151
C: -0.670 -2.148 1.532
O: -2.090 -1.789 1.547
H: -0.242 -1.706 0.678
H: -0.107 -1.768 2.412
H: -0.610 -3.221 1.517
H: -2.415 -1.372 2.338
C: 2.172 -1.964 -0.693
O: 2.347 -2.379 0.617
H: 2.689 -2.673 -1.403
H: 1.114 -1.978 -1.043
H: 2.451 -0.916 -0.954
H: 2.482 -1.610 1.225

7.
The following is a DFT calculation (wB97M-V/def2-TZVPD) of 5 unconnected molecules or ions with the total composition C6H22O8 in a non-equilibrium geometry.

Net charge = +1
Energy above the lowest of the compared OMol25 structures with the same formula, charge and spin = 525.8 kJ/mol
Largest force on an atom = 3.9 eV/Å
E_HOMO (alpha / beta) = -12.458 / -12.455 eV
Frontier orbital gap (alpha / beta) = 0.3174 / 0.0748 Ha
2S+1 = 2

Positions of all 36 atoms, in Å:
O: -0.939 -0.945 4.370
H: -1.635 -0.425 4.770
H: -0.867 -0.605 3.478
O: -0.199 -0.123 1.505
H: 0.654 -0.430 1.197
H: -0.744 -0.099 0.719
C: -1.324 -1.622 -1.257
C: -1.777 -1.942 -2.698
O: -1.474 -0.918 -3.574
O: -2.019 -0.548 -0.585
H: -0.311 -1.322 -1.522
H: -1.249 -2.482 -0.591
H: -2.852 -2.123 -2.709
H: -1.369 -2.910 -2.987
H: -2.006 -0.122 -3.496
H: -2.850 -0.462 -1.057
C: -1.549 3.431 -1.696
C: -0.443 2.560 -1.270
O: 0.857 3.043 -1.755
O: -1.820 3.249 -3.123
H: -1.193 4.420 -1.409
H: -2.452 3.334 -1.092
H: -0.554 1.529 -1.606
H: -0.374 2.542 -0.182
H: 1.033 2.357 -2.403
H: -1.144 3.706 -3.629
C: 2.566 -1.292 3.246
C: 2.631 -1.807 1.804
O: 2.426 -0.957 0.783
O: 3.779 -0.487 3.508
H: 2.725 -2.132 3.921
H: 1.619 -0.787 3.435
H: 2.052 -2.671 1.476
H: 3.676 -1.948 1.525
H: 3.123 -1.093 0.137
H: 4.001 0.080 2.766

8.
The following is a DFT calculation (wB97M-V/def2-TZVPD) of 7 unconnected molecules or ions with the total composition C6H23NO6 in a non-equilibrium geometry.

Structure (SMILES) = C=CC(N)=C(C)C.O.O.O.O.O.O
Energy above the lowest of the compared OMol25 structures with the same formula, charge and spin = 136.9 kJ/mol
Largest force on an atom = 1.0 eV/Å
E_HOMO = -8.535 eV
Frontier orbital gap = 0.3238 Ha

Positions of all 36 atoms, in Å:
C: 1.548 -2.559 1.837
C: 1.379 -1.966 0.663
C: 0.564 -0.705 0.564
N: -0.782 -0.881 0.903
C: 1.143 0.433 0.127
C: 0.454 1.766 0.051
C: 2.606 0.376 -0.286
H: 2.057 -3.518 1.880
H: 1.158 -2.172 2.774
H: 1.793 -2.355 -0.261
H: -0.980 -1.592 1.588
H: -1.273 -0.039 1.162
H: 0.435 2.288 1.016
H: -0.592 1.685 -0.270
H: 0.953 2.413 -0.657
H: 3.073 1.355 -0.310
H: 3.216 -0.239 0.377
H: 2.700 -0.124 -1.255
O: -0.185 -1.345 -2.782
H: 0.401 -1.360 -2.021
H: -0.251 -0.416 -3.034
O: -2.492 -1.666 -1.307
H: -1.935 -1.779 -0.528
H: -1.854 -1.643 -2.048
O: 0.090 1.523 -2.772
H: -0.747 1.999 -2.703
H: 0.130 1.115 -1.889
O: -2.542 1.054 -0.981
H: -3.409 1.402 -1.214
H: -2.530 0.075 -1.180
O: -2.793 1.442 1.637
H: -3.614 1.956 1.549
H: -2.590 1.254 0.699
O: 1.737 0.824 3.280
H: 2.278 0.547 2.527
H: 0.852 0.853 2.864

Total energy (computed, eV): -20337.264; -15699.156; -30788.736; -22401.383; -27880.631; -18861.312; -22945.487; -20369.897